[1]
Density functional theory data (wB97M-V/def2-TZVPD) for a 2-piece molecular cluster, C5H11O2 overall in a non-equilibrium geometry.

```
18
Properties=species:S:1:pos:R:3:forces:R:3:lowdin_charge:R:1
O 1.1693 3.3457 -0.6642 0.294 0.802 -0.088 -0.085
O 2.6519 2.8191 1.0202 -0.143 0.880 -0.539 -0.108
C -1.3166 -1.5750 -0.8173 -0.578 0.157 0.915 -0.165
C -0.3267 -2.7423 -0.8527 -0.226 -0.212 0.193 -0.165
C -0.3138 1.4307 1.1220 -0.213 -0.473 -0.260 -0.141
C 1.7049 2.6549 0.2135 -0.093 -2.356 0.772 -0.762
C 1.0161 1.2080 0.3846 -0.264 1.722 0.546 -0.193
H -0.9314 2.1905 0.6464 0.029 0.024 -0.265 0.065
H 0.8544 0.8035 -0.6108 -0.065 -0.296 -0.036 0.079
H 0.3527 -2.6475 -0.0036 0.148 -0.149 -0.210 0.060
H -2.3219 -1.9107 -0.5356 0.015 -0.188 -0.397 0.058
H -1.0946 -0.9008 0.0192 0.289 -0.062 -0.589 0.021
H 1.6281 0.5875 1.0283 0.350 -0.303 -0.234 0.078
H -0.8787 0.4904 1.1275 -0.169 0.262 0.300 0.020
H -1.4060 -0.9784 -1.7202 0.174 -0.062 -0.109 0.065
H -0.1910 1.7506 2.1597 0.304 -0.078 -0.027 0.067
H 0.2521 -2.8272 -1.7702 0.089 0.265 -0.008 0.055
H -0.8487 -3.6990 -0.7469 0.060 0.068 0.036 0.051
```
Forces are in eV/Å.

highest occupied orbital energy: -3.55 eV
LUMO energy: 3.484 eV
charge: -1

[2]
Density functional theory data (wB97M-V/def2-TZVPD) for C44H39BrCdCl3F4N9O2Si as an isolated structure.

```
104
Properties=species:S:1:pos:R:3:forces:R:3:lowdin_charge:R:1
Cd -0.1176 1.7057 -0.5235 -0.008 -0.139 0.058 1.378
Br -0.1509 -1.4726 -0.5621 -0.053 -0.356 -0.011 0.490
Cl -0.9648 5.4763 -3.6193 0.007 -0.033 0.093 0.601
Cl -1.5372 6.6334 -1.0145 -0.018 -0.006 -0.028 0.600
Cl 1.1849 6.4586 -1.9747 -0.031 -0.024 0.031 0.619
Si 0.0158 -3.7576 -0.5937 -0.014 0.422 0.005 0.486
F -1.1136 6.0124 2.1979 0.085 0.076 0.054 0.143
F -1.5476 3.6484 1.1787 -0.061 0.036 0.252 0.108
F -4.9838 5.5260 4.9308 -0.082 0.114 0.123 0.154
F -5.4601 3.2072 3.8501 -0.152 -0.196 -0.015 0.151
O -1.3180 3.5115 -1.4170 0.376 0.271 -0.139 -0.160
O 0.6885 3.9794 -0.5731 -0.326 0.223 -0.236 -0.091
N -0.1021 1.1924 -2.8158 0.140 0.066 -0.143 0.021
N -2.4200 1.2038 -0.1522 -0.190 -0.193 0.033 0.170
N -4.1837 8.2142 6.0395 0.034 -0.018 -0.104 0.215
N 2.3033 1.3343 -3.0482 -0.102 0.004 -0.170 0.168
N 0.2683 1.0116 1.8051 0.211 0.180 -0.151 0.034
N -5.8081 0.5688 2.3052 0.058 0.101 -0.064 0.211
N -1.0721 8.8434 3.2409 -0.033 -0.044 0.074 0.223
N 2.6218 1.4987 1.6634 0.000 -0.019 0.163 0.163
N 1.9857 1.3545 -0.6515 0.512 -0.283 -0.023 0.008
C -3.5821 3.3479 2.3795 0.068 0.253 0.095 0.003
C -0.3125 4.2502 -1.2570 -0.118 0.194 0.049 -0.878
C -0.7487 0.7484 2.6403 -0.059 0.029 -0.099 -0.196
C -0.3775 5.6511 -1.9550 -0.004 -0.160 0.027 -1.502
C -1.8309 8.0609 3.6030 -0.082 0.007 0.038 -0.154
C 1.8871 -4.0656 -0.8529 0.008 -0.030 0.028 -0.627
C -2.8528 7.1671 4.0830 0.061 0.383 0.166 -0.110
C 2.8456 1.3281 0.4001 -0.199 0.118 -0.098 -0.304
C -1.4676 1.5524 -4.7491 -0.017 0.010 -0.123 -0.069
C -0.8685 -3.3998 -3.3061 -0.051 -0.030 -0.023 -0.115
C -4.1708 5.0880 3.9903 0.207 0.095 -0.079 -0.132
C -3.8665 2.1852 1.7496 -0.174 -0.507 -0.196 -0.109
C -0.3358 1.8918 -5.4841 0.043 0.025 -0.028 -0.065
C 4.1293 1.0600 -1.4926 -0.055 -0.004 0.042 -0.105
C -0.8067 -5.7486 -2.4463 -0.015 -0.002 -0.001 -0.086
C 0.3724 1.7167 4.4876 0.011 -0.025 -0.003 -0.069
C -3.0636 5.9353 3.5695 -0.006 -0.182 -0.059 -0.004
C -1.9206 -3.5350 1.5216 -0.012 -0.025 0.042 -0.117
C -4.4151 3.8986 3.4358 0.190 -0.055 -0.180 -0.134
C 1.4527 1.9249 3.6699 0.032 0.028 0.066 -0.010
C 2.6930 1.2545 -1.8281 -0.143 0.003 0.080 -0.300
C 1.4186 1.5021 2.3233 -0.056 -0.186 -0.227 -0.328
C 6.4621 0.6815 -1.6417 -0.038 0.002 -0.018 -0.075
C -1.2965 1.2218 -3.4281 0.121 -0.033 0.186 -0.170
C -0.7543 1.0622 3.9761 0.012 0.057 0.098 -0.081
C 5.2379 0.8504 -2.2843 0.057 0.005 -0.097 -0.009
C 6.5581 0.7368 -0.2528 -0.017 -0.003 0.018 -0.075
C 2.2305 -5.5298 -0.5219 0.015 -0.001 -0.019 -0.087
C 0.3951 -3.9992 2.2171 -0.033 -0.007 0.031 -0.103
C 2.7548 -3.1392 0.0182 0.052 -0.034 -0.018 -0.113
C -2.5758 -4.1526 -1.6948 -0.012 -0.016 -0.042 -0.105
C 0.8980 1.8405 -4.8792 0.067 0.019 -0.043 -0.012
C -0.9453 -5.8042 1.1242 0.015 -0.008 0.023 -0.087
C 2.2837 -3.7884 -2.3114 0.032 -0.005 0.016 -0.101
C 5.4317 0.9605 0.5354 0.085 0.009 0.050 -0.009
C -2.4161 4.1444 2.0387 -0.146 -0.172 0.001 -0.130
C 1.0059 1.4702 -3.5312 -0.042 -0.207 0.238 -0.320
C -0.6434 -4.2944 1.1241 -0.023 -0.044 -0.025 -0.627
C -1.0908 -4.2838 -2.0660 0.030 -0.041 -0.007 -0.629
C -3.6319 7.7235 5.1595 0.076 0.029 -0.031 -0.156
C 4.2248 1.1129 -0.1135 -0.053 0.024 0.032 -0.106
C -3.0492 1.6618 0.6896 -0.268 0.096 0.097 -0.140
C -2.1896 5.3496 2.5625 -0.064 0.151 0.157 -0.138
C -4.9756 1.3275 2.0769 0.104 -0.003 0.039 -0.158
H 2.0754 -5.7617 0.5342 0.033 0.010 -0.072 0.063
H 7.5246 0.6038 0.2183 -0.030 0.012 -0.017 0.101
H 5.4940 1.0173 1.6148 -0.018 -0.018 -0.029 0.113
H -2.7518 -3.7068 0.8397 0.034 0.020 0.055 0.058
H 5.1510 0.8227 -3.3639 -0.004 -0.017 0.058 0.114
H 3.2884 -5.7107 -0.7450 -0.050 0.004 0.008 0.090
H 1.3042 -4.5905 2.1020 -0.044 0.034 0.030 0.063
H 2.0290 -2.7682 -2.6131 0.024 -0.057 0.010 0.077
H 7.3538 0.5048 -2.2301 -0.005 0.014 0.019 0.101
H 2.3689 2.3710 4.0308 -0.011 -0.034 -0.005 0.113
H 1.8119 2.0680 -5.4093 -0.025 -0.011 -0.011 0.112
H 0.2128 -5.8870 -2.8136 -0.081 0.001 0.002 0.064
H -2.8718 -4.8458 -0.9060 -0.005 0.040 -0.053 0.062
H -3.1817 -4.3849 -2.5785 0.025 0.015 0.045 0.089
H -0.0749 -6.4026 0.8397 -0.077 0.027 0.038 0.070
H 1.6427 -6.2387 -1.1126 0.064 0.038 0.045 0.069
H -0.0387 -4.2521 3.1920 0.022 0.017 -0.045 0.089
H -1.5996 0.8029 4.6009 0.038 0.001 -0.032 0.102
H 0.4102 2.0108 5.5294 0.007 0.025 -0.020 0.107
H -1.5602 -3.7269 -4.0922 0.045 0.013 0.041 0.088
H -1.4884 -6.0520 -3.2497 0.032 0.012 0.043 0.090
H -0.4218 2.1831 -6.5237 0.012 -0.009 0.018 0.109
H -1.0745 -2.3486 -3.0962 0.001 -0.049 -0.016 0.040
H 1.8205 -4.4871 -3.0096 0.041 0.035 0.019 0.062
H -0.9592 -6.4341 -1.6078 0.009 0.034 -0.081 0.069
H 2.5751 -2.0864 -0.2090 0.028 -0.048 0.001 0.039
H 0.6676 -2.9398 2.2382 -0.011 -0.065 0.006 0.075
H 0.1407 -3.4721 -3.7058 -0.047 0.015 0.000 0.058
H -1.2443 -6.1138 2.1327 0.018 0.013 -0.051 0.090
H -2.8239 -3.1351 -1.3790 0.005 -0.066 -0.022 0.076
H 3.3699 -3.9015 -2.4069 -0.049 0.013 0.002 0.090
H -1.7420 -2.4591 1.5738 -0.012 -0.058 0.016 0.033
H -1.7648 -6.0586 0.4481 0.049 0.008 0.066 0.064
H 2.5991 -3.2858 1.0856 0.029 0.023 -0.052 0.059
H -1.5976 0.2384 2.1982 0.025 0.013 -0.040 0.081
H -2.4555 1.5611 -5.1876 0.016 -0.001 0.019 0.105
H -2.1484 0.9733 -2.8071 0.003 0.038 0.047 0.088
H -2.2321 -3.8740 2.5175 0.015 0.015 -0.061 0.088
H 3.8098 -3.3501 -0.1951 -0.056 0.006 0.016 0.090
```
Forces are in eV/Å.

highest occupied orbital energy: -7.98 eV
LUMO energy: -3.646 eV

[3]
Density functional theory data (wB97M-V/def2-TZVPD) for C8H10F12MgO14S4 as an isolated structure in a non-equilibrium geometry.

```
49
Properties=species:S:1:pos:R:3:forces:R:3:lowdin_charge:R:1
S 3.5231 -0.6261 -0.1154 -0.430 -0.093 0.161 0.499
S 0.9467 2.9785 0.0015 -0.884 -0.024 -0.756 0.478
S -0.3517 -3.6289 -0.4703 0.226 0.285 -0.714 0.518
S 0.9370 -0.1695 3.3756 -0.218 -0.150 0.018 0.507
Mg 0.1125 -0.3960 0.1236 1.824 0.677 1.066 0.502
F 3.3486 -1.8690 -2.4742 -0.013 0.125 0.028 0.104
F -2.8108 -3.5982 0.4829 -0.233 0.104 0.263 0.133
F -2.5762 -4.7223 -1.3513 0.000 0.186 0.170 0.100
F -2.5854 -2.5576 -1.4020 -0.084 -0.029 0.023 0.108
F 0.1121 2.3295 3.5803 -0.143 -0.182 0.142 0.121
F -1.4361 0.8819 4.0262 -0.230 -0.080 -0.059 0.099
F -1.3223 4.2342 -0.6897 0.038 -0.028 0.072 0.088
F -1.1231 3.8272 1.4279 0.017 0.251 -0.105 0.105
F 3.7006 0.2680 -2.5951 -0.063 0.127 -0.262 0.121
F 0.0489 5.4144 0.5085 -0.189 0.010 -0.013 0.108
F 0.1083 1.2723 5.4723 0.153 -0.060 -0.099 0.103
F 5.3000 -1.0703 -2.0116 -0.037 0.081 -0.043 0.101
O 2.0755 -0.3877 -0.2259 0.616 -0.142 -0.322 -0.323
O 0.2511 -0.3766 2.0938 -0.201 0.005 0.652 -0.330
O -0.3066 -0.1868 -1.7945 -0.281 0.040 -1.326 -0.230
O -0.1271 -2.2999 0.0958 -0.173 -1.284 0.132 -0.299
O 3.8804 -1.8844 0.4642 -0.052 -0.511 0.022 -0.275
O 1.9169 3.3678 0.9491 0.849 0.132 1.049 -0.240
O 0.8274 -1.2888 4.2697 -0.275 -0.092 0.128 -0.289
O 0.2468 1.7171 0.2227 -0.037 0.079 0.249 -0.324
O 0.1531 -3.7699 -1.8164 -0.179 0.067 0.188 -0.285
O 1.2517 3.2221 -1.3819 0.015 0.025 -0.588 -0.291
O 2.2023 0.4753 3.2870 0.520 0.212 -0.080 -0.253
O -1.8349 -0.0726 0.1630 -0.857 0.332 -0.145 -0.251
O 4.2864 0.5046 0.3021 0.163 0.494 -0.138 -0.264
O -0.1708 -4.7365 0.4136 0.182 -0.132 0.371 -0.267
C 0.3732 -0.5690 -2.9809 -0.043 0.185 -0.403 -0.031
C -0.4295 4.1735 0.3283 0.003 -0.227 0.115 -0.635
C -0.1216 1.1410 4.1512 0.164 0.236 -0.131 -0.636
C -2.1712 -3.6181 -0.6816 0.040 -0.279 -0.608 -0.648
C -2.7054 -0.0447 1.2830 -0.020 0.159 -0.158 -0.038
C -2.4056 0.4680 -1.0184 -0.964 -0.158 -0.003 -0.153
C 3.9792 -0.8303 -1.8913 0.170 -0.239 0.266 -0.652
C -1.2884 0.8102 -1.9807 -0.506 0.655 0.268 -0.160
H -0.3321 -0.9939 -3.7059 -0.077 -0.004 0.188 0.102
H -3.0351 1.3369 -0.7808 0.395 0.164 0.037 0.138
H 1.0989 -1.3254 -2.7274 0.141 -0.060 0.153 0.074
H -3.1023 -0.2719 -1.4351 0.236 -0.095 -0.021 0.121
H 0.8463 0.3062 -3.4360 0.158 -0.061 0.146 0.109
H -2.2442 -0.6263 2.0682 0.055 -0.164 0.066 0.092
H -0.8993 1.7954 -1.7360 0.327 -0.073 -0.056 0.101
H -2.8133 0.9860 1.6300 -0.114 -0.003 -0.013 0.104
H -1.6637 0.8779 -3.0046 0.030 -0.456 -0.066 0.138
H -3.6703 -0.4671 0.9863 -0.016 -0.004 0.137 0.100
```
Forces are in eV/Å.

highest occupied orbital energy: -4.45 eV
LUMO energy: 4.073 eV
charge: -2